Entry 1:
{
  "formula": "C39H63Cl2N8O22",
  "method": "wB97M-V/def2-TZVPD",
  "elements": ["C", "C", "C", "N", "C", "C", "C", "C", "C", "H", "H", "H", "H", "H", "H", "H", "H", "H", "H", "H", "H", "H", "H", "H", "H", "H", "H", "Cl", "O", "O", "O", "O", "Cl", "O", "O", "O", "O", "C", "N", "O", "O", "H", "H", "H", "C", "N", "O", "O", "H", "H", "H", "C", "N", "O", "O", "H", "H", "H", "C", "N", "O", "O", "H", "H", "H", "C", "N", "O", "O", "H", "H", "H", "C", "N", "O", "O", "H", "H", "H", "C", "N", "O", "O", "H", "H", "H", "C", "C", "C", "C", "C", "C", "H", "H", "H", "H", "H", "H", "C", "C", "C", "C", "C", "C", "H", "H", "H", "H", "H", "H", "C", "C", "C", "C", "C", "C", "H", "H", "H", "H", "H", "H", "C", "C", "C", "C", "C", "C", "H", "H", "H", "H", "H", "H"],
  "positions_angstrom": [[2.123, -0.974, -2.622], [1.522, 0.065, -1.689], [0.186, -0.294, -1.101], [-0.290, 0.682, -0.095], [-0.556, 1.979, -0.742], [0.663, 0.830, 1.072], [-0.177, 1.118, 2.323], [-1.642, 1.002, 1.826], [-1.526, 0.180, 0.589], [2.301, -1.978, -2.233], [3.066, -0.547, -2.975], [1.463, -1.127, -3.483], [1.428, 0.994, -2.256], [2.229, 0.283, -0.881], [0.256, -1.259, -0.590], [-0.630, -0.412, -1.820], [-1.007, 2.617, 0.011], [-1.238, 1.854, -1.583], [0.400, 2.379, -1.056], [1.383, 1.600, 0.825], [1.162, -0.136, 1.171], [0.024, 2.142, 2.636], [-0.071, 0.458, 3.178], [-2.076, 1.997, 1.753], [-2.289, 0.497, 2.542], [-2.341, 0.308, -0.138], [-1.455, -0.905, 0.685], [-4.216, 3.955, -1.434], [-4.130, 3.796, -2.859], [-3.464, 2.879, -0.815], [-3.671, 5.238, -1.022], [-5.606, 3.891, -1.042], [-2.365, 0.566, -4.321], [-2.660, -0.691, -4.969], [-3.126, 1.605, -4.964], [-2.733, 0.504, -2.916], [-0.948, 0.910, -4.393], [3.738, 5.119, -0.215], [2.982, 3.894, 0.135], [1.816, 4.018, 0.326], [3.539, 2.844, 0.010], [3.926, 5.587, 0.753], [3.122, 5.754, -0.837], [4.674, 4.868, -0.693], [-3.549, 0.621, 6.849], [-3.278, 1.012, 5.430], [-4.191, 1.516, 4.815], [-2.156, 0.863, 4.980], [-2.982, 1.338, 7.441], [-3.343, -0.414, 7.068], [-4.586, 0.880, 7.037], [3.748, -2.205, -5.929], [2.303, -2.581, -5.763], [2.066, -3.689, -5.315], [1.476, -1.700, -5.987], [3.790, -1.466, -6.719], [4.297, -3.103, -6.170], [3.993, -1.695, -5.002], [1.123, -4.839, 0.133], [1.312, -3.388, -0.002], [0.925, -2.720, 0.906], [1.859, -2.926, -0.988], [0.178, -5.015, 0.634], [1.968, -5.284, 0.657], [1.124, -5.349, -0.827], [0.135, -2.609, -3.686], [-0.846, -3.087, -2.692], [-0.858, -4.295, -2.507], [-1.581, -2.322, -2.152], [-0.286, -2.802, -4.668], [1.110, -3.047, -3.514], [0.280, -1.536, -3.600], [-0.559, -2.115, 5.160], [-1.360, -2.309, 6.381], [-1.975, -3.340, 6.476], [-1.213, -1.532, 7.281], [-0.293, -1.070, 5.057], [-1.147, -2.366, 4.282], [0.299, -2.765, 5.252], [2.038, 4.645, 4.475], [1.422, 5.842, 3.835], [1.111, 5.744, 2.664], [1.207, 6.798, 4.535], [1.424, 3.772, 4.277], [2.075, 4.878, 5.530], [2.982, 4.479, 3.965], [3.560, -1.685, 2.080], [4.117, -1.742, 0.804], [4.806, -0.621, 0.345], [4.847, 0.531, 1.114], [4.375, 0.549, 2.422], [3.757, -0.596, 2.906], [3.146, -2.616, 2.448], [4.110, -2.606, 0.156], [5.345, -0.733, -0.589], [5.305, 1.422, 0.695], [4.547, 1.449, 2.995], [3.397, -0.691, 3.925], [-2.855, -2.498, 1.254], [-2.397, -2.840, 2.525], [-1.948, -4.136, 2.747], [-2.056, -5.112, 1.760], [-2.555, -4.765, 0.510], [-2.988, -3.465, 0.270], [-3.113, -1.474, 1.006], [-2.250, -2.062, 3.265], [-1.472, -4.397, 3.687], [-1.656, -6.111, 1.904], [-2.591, -5.461, -0.321], [-3.383, -3.200, -0.698], [-5.252, 0.406, 0.443], [-6.115, 0.357, 1.539], [-6.985, -0.711, 1.657], [-6.999, -1.740, 0.723], [-6.153, -1.677, -0.372], [-5.300, -0.591, -0.511], [-4.503, 1.190, 0.391], [-6.137, 1.162, 2.262], [-7.596, -0.768, 2.555], [-7.741, -2.529, 0.727], [-6.215, -2.474, -1.102], [-4.640, -0.449, -1.366], [3.939, 3.838, -4.308], [5.109, 3.484, -4.980], [5.100, 2.312, -5.722], [3.992, 1.472, -5.735], [2.885, 1.794, -4.979], [2.845, 2.997, -4.271], [3.890, 4.773, -3.755], [6.007, 4.083, -4.928], [6.019, 2.073, -6.253], [3.987, 0.548, -6.289], [2.005, 1.159, -4.968], [1.984, 3.233, -3.660]],
  "mulliken_charge": [-1.08, 0.95, 1.98, 1.02, -0.67, 1.35, 0.35, -1.27, 0.88, 0.42, 0.39, -0.52, 0.01, -0.57, -1.49, -0.25, 0.74, -0.11, -0.16, -0.36, -0.89, 0.04, -0.33, 0.49, 0.61, 0.06, -1.18, 1.82, -0.67, -0.72, -0.74, -0.72, 1.74, -0.72, -0.69, -0.56, -0.68, -1.09, 0.97, -0.47, -0.45, 0.33, 0.33, 0.34, -0.82, 0.77, -0.51, -0.36, 0.30, 0.27, 0.33, -0.73, 1.05, -0.57, -0.51, 0.28, 0.29, 0.30, -0.87, 0.41, -0.14, -0.40, 0.10, 0.31, 0.33, -0.89, 1.26, -0.72, -0.41, 0.42, 0.41, 0.26, 0.23, 1.08, -0.59, -0.58, 0.31, -1.00, 0.46, -0.60, 0.95, -0.51, -0.56, 0.14, 0.34, 0.25, -0.43, -0.32, -0.37, -0.36, -0.38, -0.68, 0.46, 0.43, 0.38, 0.35, 0.47, 0.39, 1.06, -0.91, -0.11, -0.72, -0.60, -0.26, -0.21, 0.71, 0.35, 0.45, 0.30, 0.49, 0.12, -0.95, -0.45, -0.61, -0.40, -0.47, 0.63, 0.46, 0.34, 0.38, 0.42, 0.57, -0.43, -0.60, -0.36, -0.40, -0.26, -0.64, 0.43, 0.41, 0.34, 0.39, 0.53, 0.55],
  "gap_ha": 0.2434,
  "charge": -1,
  "spin_multiplicity": 1,
  "lumo_ev": 1.17,
  "homo_ev": -5.451
}

Entry 2:
{
  "formula": "C40H40FN5O4ReS2SeSi",
  "method": "wB97M-V/def2-TZVPD",
  "elements": ["Re", "C", "Si", "C", "C", "N", "C", "C", "C", "C", "C", "C", "F", "H", "H", "H", "H", "H", "H", "H", "H", "H", "H", "H", "H", "H", "O", "S", "C", "C", "C", "C", "C", "C", "C", "C", "C", "C", "C", "C", "C", "C", "H", "H", "H", "H", "H", "H", "H", "H", "H", "H", "H", "H", "H", "H", "C", "C", "O", "S", "C", "C", "C", "C", "C", "C", "C", "C", "H", "H", "H", "H", "H", "H", "H", "Se", "C", "N", "O", "N", "C", "C", "N", "C", "N", "C", "O", "C", "C", "H", "H", "H", "H", "H", "H"],
  "positions_angstrom": [[0.356, 0.136, 0.272], [-0.770, -3.759, -0.385], [-2.354, -2.745, -0.386], [-3.115, -2.960, 1.346], [-3.538, -3.744, -1.494], [-2.136, -1.106, -0.726], [-2.829, -0.277, -1.501], [-3.794, -0.562, -2.513], [-4.431, 0.431, -3.240], [-4.164, 1.781, -3.040], [-3.226, 2.116, -2.060], [-2.630, 1.116, -1.346], [-1.723, 1.465, -0.374], [-0.831, -4.559, 0.361], [0.086, -3.128, -0.152], [-0.581, -4.214, -1.361], [-3.823, -3.795, 1.366], [-3.640, -2.050, 1.645], [-2.345, -3.162, 2.094], [-3.505, -4.792, -1.178], [-3.254, -3.704, -2.549], [-4.572, -3.397, -1.412], [-4.028, -1.597, -2.716], [-5.153, 0.139, -3.997], [-4.655, 2.549, -3.622], [-2.949, 3.144, -1.860], [0.133, 1.928, 1.694], [-0.026, 3.268, 0.981], [-0.953, 4.241, 2.194], [-2.293, 3.592, 2.408], [-2.591, 2.975, 3.615], [-3.789, 2.294, 3.778], [-4.687, 2.202, 2.725], [-4.395, 2.815, 1.514], [-3.212, 3.518, 1.366], [1.560, 4.145, 1.145], [2.138, 4.163, 2.524], [2.059, 5.319, 3.300], [2.530, 5.329, 4.604], [3.083, 4.175, 5.145], [3.168, 3.022, 4.377], [2.703, 3.018, 3.069], [-1.054, 5.228, 1.731], [-0.383, 4.310, 3.120], [-1.874, 3.020, 4.427], [-4.011, 1.818, 4.725], [-5.603, 1.636, 2.839], [-5.076, 2.731, 0.677], [-2.982, 3.985, 0.416], [1.357, 5.157, 0.785], [2.190, 3.619, 0.427], [1.627, 6.219, 2.875], [2.461, 6.234, 5.197], [3.446, 4.175, 6.166], [3.586, 2.108, 4.778], [2.775, 2.122, 2.470], [1.805, -1.798, -8.142], [2.349, -3.120, -8.609], [2.542, -3.388, -9.772], [2.721, -4.369, -7.392], [2.308, -3.608, -5.850], [1.005, -3.669, -5.356], [0.675, -3.037, -4.174], [1.639, -2.327, -3.436], [2.954, -2.296, -3.933], [3.280, -2.928, -5.117], [1.284, -1.651, -2.244], [0.914, -1.082, -1.224], [1.700, -1.147, -9.006], [2.464, -1.344, -7.402], [0.839, -1.936, -7.656], [0.249, -4.206, -5.917], [-0.340, -3.069, -3.797], [3.704, -1.751, -3.374], [4.295, -2.882, -5.496], [2.779, -0.312, 0.832], [2.990, -0.242, 2.676], [3.171, -0.190, 3.819], [1.112, 1.930, -0.990], [0.643, 2.297, -2.133], [1.411, 2.056, -3.162], [2.717, 1.464, -3.069], [3.790, 1.054, -2.991], [0.961, 2.497, -4.448], [0.651, 2.856, -5.497], [-1.659, -0.740, 3.708], [-1.312, -0.495, 2.363], [-0.181, -0.969, 1.744], [0.482, -2.065, 2.538], [-0.839, -0.482, 4.385], [-1.951, -1.782, 3.877], [-2.513, -0.099, 3.914], [-0.251, -2.764, 2.953], [1.050, -1.642, 3.369], [1.176, -2.612, 1.906]],
  "mulliken_charge": [0.63, -0.57, 0.17, -1.09, -1.47, 0.28, 0.38, -0.50, -0.87, -0.81, -0.41, 0.04, 0.44, 0.41, -0.22, 0.34, 0.52, 0.15, 0.21, 0.37, 0.32, 0.32, 0.17, 0.37, 0.36, 0.29, -0.79, 1.11, -1.34, 0.22, -0.15, -0.65, -0.51, -0.48, -0.16, -1.15, 0.00, -0.29, -0.59, -0.40, -0.67, 0.46, 0.51, 0.43, 0.30, 0.41, 0.37, 0.36, 0.39, 0.57, 0.33, 0.32, 0.37, 0.38, 0.45, -0.14, -1.04, 0.73, -0.59, -0.19, -0.24, -0.46, -0.39, 0.14, -0.46, -0.34, 0.04, -0.69, 0.31, 0.32, 0.30, 0.42, 0.63, 0.44, 0.40, -0.12, 0.47, -0.86, -0.46, -0.32, 0.97, 0.12, -0.61, -0.05, -0.60, -1.02, 0.52, 1.39, -2.31, 0.29, 0.37, 0.02, 0.56, 0.49, 0.35],
  "gap_ha": [0.1915, 0.1784],
  "charge": -2,
  "spin_multiplicity": 2,
  "lumo_ev": [3.70, 3.70],
  "s2": 0.776,
  "homo_ev": [-1.513, -1.158]
}